--- one ---
Here is a structure of composition C8H10N2O4 from the OMol25 dataset. Energies are from ωB97M-V with the def2-TZVPD basis set.

Atoms and positions in Å:
C1 -2.31403 -1.40302 0.17689
C2 -2.49861 1.00681 0.01553
C3 -0.98264 -1.22721 0.06893
C4 -1.17071 1.07134 -0.20942
C5 -3.22555 -0.25781 0.16502
C6 1.74685 -1.20447 0.18738
C7 1.64727 1.41004 0.86506
C8 1.03983 0.02602 -0.43338
N1 -0.36673 -0.02568 -0.11755
N2 1.40527 0.08367 -1.78203
O1 2.48904 -1.94262 -0.63464
O2 -4.45222 -0.28953 0.27023
O3 1.68491 -1.41337 1.35103
O4 1.06980 1.12288 2.08036
H1 -2.85997 -2.27026 0.36294
H2 -3.13013 1.97671 -0.00376
H3 -0.39179 -2.03579 0.05866
H4 -0.57105 2.06471 -0.44328
H5 1.18651 2.17902 0.32240
H6 2.63416 1.19980 0.94061
H7 2.29818 -1.55627 -1.55447
H8 2.36140 0.37762 -1.95005
H9 0.68777 0.35050 -2.40034
H10 1.71245 0.75690 2.66387

Computed properties:
orbital gap = 0.31944 Eh
highest occupied orbital energy = -8.50 eV



--- two ---
Here is a cluster of 2 separate species, C8H10N2O4 in total from the OMol25 dataset. Energies are from ωB97M-V with the def2-TZVPD basis set.

Atoms and positions in Å:
C1 1.81370 1.36964 -2.16846
C2 0.37387 1.43083 -1.53327
O1 0.17942 2.17056 -0.58041
N1 -0.51029 0.65395 -2.14774
C3 -1.01153 -0.49195 -1.93972
C4 -1.75616 -1.33445 -2.94130
O2 -0.82012 -1.21871 -0.87827
H1 2.43330 0.99963 -1.30942
H2 1.77838 0.70920 -2.90199
H3 2.06816 2.32392 -2.36540
H4 -2.59956 -0.86971 -3.44505
H5 -1.22173 -1.64190 -3.78704
H6 -1.78063 -2.25648 -2.41802
H7 -0.17406 -0.79684 -0.12976
O3 0.02597 -2.61246 2.14792
C5 0.05576 -1.47242 2.45371
C6 0.05762 -1.00709 3.91991
C7 0.14754 0.31963 3.80800
C8 0.25777 0.67190 2.33122
O4 0.17438 1.91028 2.04605
N2 0.19110 -0.35185 1.54907
H8 0.08545 -1.68551 4.74201
H9 0.18846 0.95405 4.55155
H10 0.04316 2.22577 0.99643

Computed properties:
orbital gap = 0.35776 Eh
highest occupied orbital energy = -10.12 eV



Structures ranked by computed energy, the most stable listed first: two, one.



--- one ---
Here is a cluster of 2 separate species, C2H3BrF2O2 in total from the OMol25 dataset. Energies are from ωB97M-V with the def2-TZVPD basis set.

Atoms and positions in Å:
C1 -0.28146 0.91375 -0.19741
C2 0.20696 -0.15564 0.73652
O1 -1.26661 0.60535 -1.05050
O2 1.41576 -0.61059 0.49193
F1 0.93570 1.23905 -0.93637
F2 -0.65768 -1.72730 -1.22644
Br1 -0.96207 -0.96438 1.89443
H1 -0.69874 1.76403 0.47215
H2 -0.96597 -0.25184 -1.45699
H3 1.63625 -1.39664 1.15701

Computed properties:
orbital gap = 0.27171 Eh
highest occupied orbital energy = -9.70 eV



--- two ---
Here is the molecule C2H3BrF2O2 from the OMol25 dataset. Energies are from ωB97M-V with the def2-TZVPD basis set.

Atoms and positions in Å:
O1 1.09012 1.05285 1.03173
C1 0.70687 0.81333 -0.22272
F1 0.01964 1.82557 -0.78817
C2 -0.44389 -0.62123 -0.28086
O2 0.06320 -1.66741 0.34982
F2 -0.72607 -0.86550 -1.58192
Br1 -2.13437 0.06385 0.55167
H1 0.34419 1.33881 1.58324
H2 1.55322 0.52543 -0.84941
H3 -0.47290 -2.46571 0.20662

Computed properties:
orbital gap = 0.39779 Eh
highest occupied orbital energy = -10.28 eV



Structures ranked by computed energy, the most stable listed first: two, one.